1.
ORCA calculation (wB97M-V/def2-TZVPD) on a molecular structure, C6H18CsO10P.

Each line ends with the Mulliken charge.
CARTESIAN COORDINATES (ANGSTROEM)
Cs  1.8521  0.5022  -0.3943  1.16
P  -0.5816  -1.2479  1.3525  0.04
O  0.3977  -1.9085  0.3131  -0.67
O  0.2805  -0.8532  2.6069  -0.85
O  -1.7669  -2.1194  1.6505  -0.86
O  -1.0939  0.1122  0.7112  -0.77
C  -1.5855  1.9788  -1.7742  -0.46
C  -2.9892  2.0860  -1.1899  -0.50
O  -3.0555  1.9052  0.1997  -0.62
O  -1.1123  0.6626  -1.6966  -0.54
H  -0.8826  2.6781  -1.2889  0.24
H  -1.6220  2.2390  -2.8431  0.31
H  -3.5750  1.2796  -1.6622  0.23
H  -3.4113  3.0629  -1.4561  0.33
H  -2.4096  1.1813  0.4838  0.60
H  -0.9992  0.3964  -0.6788  0.24
C  -0.0493  -1.5810  -4.2724  -0.29
C  -0.1815  -2.3762  -2.9996  -0.41
O  0.9849  -2.2624  -2.2096  -0.57
O  -0.4730  -0.2051  -4.1830  -0.57
H  -0.5960  -2.0383  -5.1071  0.26
H  1.0166  -1.5455  -4.5417  0.21
H  -0.3777  -3.4286  -3.2763  0.23
H  -1.0479  -2.0326  -2.4189  0.32
H  0.6457  -2.0791  -1.2572  0.32
H  -0.6969  0.0083  -3.2450  0.52
C  2.4215  0.6548  4.7837  -0.39
C  2.9144  0.8709  3.3774  -0.51
O  1.8503  1.1256  2.4880  -0.54
O  1.5841  -0.4727  4.9671  -0.61
H  1.8630  1.5501  5.0826  0.21
H  3.3115  0.4915  5.4124  0.29
H  3.5203  0.0210  3.0072  0.27
H  3.6024  1.7331  3.4017  0.28
H  1.1975  0.3064  2.5250  0.47
H  1.0646  -0.6958  4.1320  0.62

As for the lowest unoccupied orbital energy: 3.6 eV. The total charge is -2. Its multiplicity is 1. The value obtained for the gap between HOMO and LUMO is 4.5 eV.

2.
ORCA calculation (wB97M-V/def2-TZVPD) on a molecular structure, C7H6BaO5S.

Each line ends with the Mulliken charge.
CARTESIAN COORDINATES (ANGSTROEM)
O  -0.0776  3.2394  -1.2645  -0.07
C  -0.0773  2.1134  -1.2811  -0.25
Ba  -0.0712  0.0196  -0.9368  3.17
O  -0.0793  0.0213  -4.4664  0.02
C  -0.0795  0.0213  -3.3194  -0.18
C  -0.0804  -2.0705  -1.2822  -0.24
O  -0.0820  -3.1966  -1.2648  -0.06
C  -2.1709  0.0228  -1.2918  -0.37
O  -3.2979  0.0232  -1.2637  -0.04
C  2.0106  0.0197  -1.2840  -0.30
O  3.1365  0.0186  -1.2632  -0.06
C  1.9350  0.0078  2.3771  -0.67
S  0.1220  -0.0065  1.9234  -0.06
C  -1.7432  -0.0421  1.8240  -0.72
H  2.4515  -0.4734  1.5375  0.22
H  2.0618  -0.6213  3.2551  0.33
H  2.2435  1.0492  2.5232  0.32
H  -2.1123  -0.0757  2.8382  0.37
H  -2.0627  0.8950  1.3429  0.30
H  -2.0267  -0.9649  1.2966  0.30

As for the lowest unoccupied orbital energy: -10.5 eV. The total charge is +2. Its multiplicity is 1. The value obtained for the gap between HOMO and LUMO is 5.7 eV.

3.
ORCA calculation (wB97M-V/def2-TZVPD) on a gas-phase ion, C7H12 (charge -1).

Each line ends with the Löwdin spin population.
CARTESIAN COORDINATES (ANGSTROEM)
C  2.0325  -1.9065  -0.3867  0.00
C  0.9189  -0.9925  0.3430  0.02
C  0.7857  0.5246  0.0770  0.13
C  1.9206  1.2041  0.1595  0.25
C  -3.1767  0.9549  -0.1337  0.04
C  -1.6805  0.2390  -0.0093  0.30
C  -0.6106  1.0535  0.0491  0.12
H  3.0777  -1.8907  0.0375  0.00
H  1.4786  -2.8913  -0.1992  0.00
H  2.1928  -1.7046  -1.4656  0.00
H  1.2369  -1.2295  1.3748  0.01
H  0.0078  -1.5035  0.1539  0.00
H  2.9666  0.9938  0.4713  0.04
H  1.8135  2.4015  -0.0173  0.02
H  -3.0240  1.7030  -0.8441  0.01
H  -3.3682  1.3598  0.8445  0.01
H  -3.9540  0.2288  -0.3856  0.00
H  -1.9154  -0.7593  -0.2828  0.03
H  -0.7023  2.2151  0.2138  0.01

As for the lowest unoccupied orbital energy (spin up / spin down): 4.3 / 4.2 eV. The total charge is -1. As for the energy above the lowest of the compared OMol25 structures with the same formula, charge and spin: 41.7 kcal per mole. Its multiplicity is 2. The value obtained for the gap between HOMO and LUMO (spin up / spin down) is 3.7 / 7.3 eV.

4.
ORCA calculation (wB97M-V/def2-TZVPD) on a gas-phase ion, C5H10N3O (charge +1).

Each line ends with the Mulliken charge.
CARTESIAN COORDINATES (ANGSTROEM)
C  -1.5784  -0.9960  -0.9173  -0.79
O  -1.5665  -0.4189  0.4006  -0.42
C  -0.3454  -0.3232  1.0125  0.12
C  0.7270  -1.3957  0.8465  -0.71
C  1.7757  -1.3058  0.0160  -0.11
N  2.2269  -0.1929  -0.6168  -0.53
C  1.5552  0.8819  -0.4992  -0.03
N  0.4332  0.9563  0.2919  -0.16
N  -0.4315  2.1113  0.2099  -0.29
H  -0.7910  -0.7539  -1.4982  0.39
H  -2.6004  -0.8246  -1.2671  0.29
H  -1.6469  -2.0273  -0.7339  0.36
H  -0.3098  0.1717  2.0699  0.47
H  0.3919  -2.2147  1.3571  0.48
H  2.1951  -2.2839  0.0024  0.36
H  1.9426  1.6918  -0.9784  0.50
H  -0.0701  2.9271  0.5318  0.31
H  -1.2566  1.7461  0.6651  0.34
H  -0.6512  2.2509  -0.8930  0.42

As for the lowest unoccupied orbital energy: -4.1 eV. The total charge is +1. As for the energy above the lowest of the compared OMol25 structures with the same formula, charge and spin: 115.8 kcal per mole. Its multiplicity is 1. The value obtained for the gap between HOMO and LUMO is 8.8 eV. Its structure (SMILES) is CO[C@H]1C=CN=CN1[NH3+].

> total charge of number 4 (C5H10N3O)?

+1

> Number 1 is which compound?

C6H18CsO10P

> Which formula does entry 3 have?

C7H12

> What is the multiplicity in the second record?

1